Record 1
23
Properties=species:S:1:pos:R:3:forces:R:3 method="wB97M-V/def2-TZVPD" e_homo_ha="-0.2703 / -0.4066" homo_lumo_gap_ev="7.74 / 8.97" e_tot_ev=-14986.1919 s2=2.02 e_above_lowest_ev=0.0000 multiplicity=3
C 2.504040 2.091505 0.563599 -0.41 -3.44 -0.88
C -4.076210 0.532148 -0.167442 -0.05 0.60 -0.61
C 2.171722 0.654493 0.469119 -2.44 3.45 2.45
C 2.542208 -1.631001 -0.398171 1.20 -1.15 -1.04
C -2.769471 0.825916 -0.740566 0.65 -1.42 -1.32
C 0.673018 0.386712 1.035771 2.28 1.19 -2.41
C -1.749156 0.573537 0.347867 1.97 -1.04 -0.35
C -0.280756 0.756483 -0.129194 -0.83 -1.72 1.18
N 2.556706 3.243499 0.562487 0.17 0.59 0.24
N -5.076944 0.281090 0.327821 -0.31 -0.14 0.18
N 2.992990 -0.264311 -0.183974 -0.90 -1.50 0.86
O 4.142672 0.100732 -0.541441 1.16 0.44 -0.25
H 2.045684 -2.250437 0.393066 0.11 1.40 -0.20
H 3.503969 -2.208977 -0.577010 -1.29 0.73 -0.32
H 1.912945 -1.538555 -1.308783 0.22 -0.90 0.44
H -2.578898 1.840319 -1.078882 -0.79 0.29 0.02
H -2.617452 0.177721 -1.684476 -0.18 0.77 1.55
H 0.501122 -0.553537 1.545707 0.08 -0.12 -0.12
H 0.514155 1.245148 1.652859 0.14 0.08 1.23
H -1.995445 1.193530 1.176237 -0.08 0.60 0.82
H -1.694808 -0.479415 0.725836 -0.81 0.73 -0.35
H -0.213264 0.078538 -0.940999 0.43 -1.02 -0.91
H 0.093728 1.658156 -0.530844 -0.35 1.58 -0.19


Record 2
52
Properties=species:S:1:pos:R:3:forces:R:3 method="wB97M-V/def2-TZVPD" smiles="O=C1C=C(CCCCO)C(=O)c2c(CCOCC(F)(F)F)cccc21.NC(N)=O" e_homo_ha=-0.3550 homo_lumo_gap_ev=8.37 e_tot_ev=-41446.7682 e_above_lowest_ev=0.0000
O 1.292935 3.221468 -0.636787 0.33 0.80 -0.18
C 0.590182 2.285422 -0.350298 -0.16 -0.36 0.09
C 0.086470 2.041900 1.007677 -0.27 -0.39 0.47
C -0.073191 0.785391 1.432468 -0.04 0.27 0.28
C -0.603165 0.398116 2.788725 -0.33 0.16 -0.55
C -2.065111 0.870395 2.902401 0.69 -0.24 0.01
C -2.986882 0.101204 1.955052 -0.35 0.24 0.13
C -3.494737 0.892602 0.749189 -0.13 0.00 -0.14
O -3.852724 2.234806 1.058550 0.01 -0.08 -0.03
C 0.291647 -0.318280 0.500273 -0.32 0.59 -0.54
O 0.789615 -1.331580 0.896669 0.23 -0.95 0.35
C 0.007499 -0.048887 -0.936816 -0.22 -0.13 -0.47
C -0.442184 -1.034109 -1.834960 0.11 0.35 -0.21
C -0.682760 -2.477619 -1.467026 0.02 0.00 -0.49
C 0.579532 -3.333735 -1.258909 -0.11 -0.18 0.27
O 0.536488 -4.047316 -0.031517 0.24 -0.01 -0.12
C -0.142182 -5.264525 -0.151769 0.02 0.31 0.29
C -0.181987 -5.909908 1.219156 0.12 0.45 0.12
F -1.096402 -6.884730 1.250105 -0.19 -0.31 -0.07
F 0.995137 -6.446736 1.555123 0.16 -0.06 0.06
F -0.508288 -5.020465 2.170674 -0.03 -0.11 -0.06
C -0.725329 -0.618583 -3.144496 0.22 0.37 0.23
C -0.544948 0.698509 -3.557413 0.05 0.06 0.30
C -0.085301 1.663461 -2.668098 0.04 -0.63 0.25
C 0.169784 1.274856 -1.355191 -0.10 -0.11 -0.50
H -0.143671 2.866130 1.668567 0.27 0.28 -0.04
H 0.002457 0.819654 3.584189 0.15 0.01 0.10
H -0.576198 -0.685274 2.828387 0.18 -0.17 0.38
H -2.369970 0.765858 3.939836 -0.17 -0.11 0.06
H -2.094681 1.933037 2.686789 -0.17 0.21 0.02
H -2.500732 -0.796180 1.572698 0.11 -0.17 0.02
H -3.850860 -0.248518 2.515499 -0.13 -0.01 0.05
H -4.393480 0.408749 0.373032 -0.12 -0.06 -0.04
H -2.784071 0.874848 -0.077792 0.25 0.04 -0.01
H -3.128249 2.801750 0.786110 -0.02 0.11 0.04
H -1.240860 -2.911306 -2.294446 -0.22 -0.01 -0.02
H -1.328263 -2.549364 -0.596122 0.10 -0.01 0.31
H 1.470224 -2.719898 -1.257332 0.14 0.13 0.22
H 0.688102 -4.060944 -2.066833 -0.01 0.05 -0.20
H 0.378746 -5.936557 -0.835285 -0.10 -0.19 -0.11
H -1.178634 -5.122789 -0.464370 -0.13 -0.06 -0.13
H -1.097324 -1.327398 -3.869002 -0.05 -0.19 0.03
H -0.779886 0.986708 -4.570379 -0.02 -0.06 -0.13
H 0.058166 2.687196 -2.969127 0.05 0.16 -0.01
N 4.453233 5.628616 0.471157 0.01 0.05 0.07
C 5.133404 4.994072 -0.534707 -0.06 -0.03 -0.02
N 4.461706 3.953263 -1.109470 -0.01 -0.08 0.01
O 6.248072 5.336455 -0.886260 0.01 0.01 0.01
H 3.533694 5.362774 0.768214 -0.01 -0.03 -0.05
H 4.911539 6.399146 0.918568 0.02 0.00 -0.01
H 4.923931 3.464031 -1.851645 0.03 0.02 0.00
H 3.542039 3.665215 -0.828564 -0.09 0.04 -0.05